1.
{
  "formula": "C33H53I2N4OPPb",
  "method": "wB97M-V/def2-TZVPD",
  "species": ["Pb", "I", "C", "C", "C", "I", "C", "O", "C", "C", "N", "C", "C", "C", "C", "C", "C", "N", "C", "H", "H", "H", "H", "H", "H", "H", "H", "H", "H", "H", "C", "C", "C", "C", "C", "C", "P", "C", "C", "C", "C", "C", "C", "C", "C", "C", "C", "C", "C", "H", "H", "H", "H", "H", "H", "H", "H", "H", "H", "H", "H", "H", "H", "H", "H", "H", "H", "H", "H", "H", "H", "H", "H", "H", "H", "H", "H", "H", "H", "H", "H", "H", "N", "C", "C", "N", "H", "H", "H", "H", "H", "H", "H", "H", "H"],
  "xyz": [[0.09350, -0.19650, 0.32790], [-7.78990, 0.59600, 1.49300], [-5.71330, 0.76180, 1.16610], [-5.04230, 1.95920, 1.42890], [-3.69600, 2.03880, 1.16310], [-2.59210, 3.78130, 1.52180], [-2.95290, 0.94300, 0.62060], [-1.72560, 1.13160, 0.29380], [-3.65220, -0.28770, 0.42130], [-2.93330, -1.48930, -0.13690], [-1.72090, -1.88830, 0.62580], [-2.00920, -2.25800, 2.03040], [-1.33040, -1.40590, 3.07430], [-1.66180, -1.60760, 4.41180], [-1.01410, -0.88320, 5.39730], [-0.05240, 0.04470, 5.01120], [0.21540, 0.19400, 3.66750], [-0.39870, -0.52190, 2.71320], [-5.00360, -0.34940, 0.67830], [-5.57690, 2.81080, 1.82600], [-3.64220, -2.32550, -0.18070], [-2.60460, -1.26650, -1.15940], [-1.36700, -2.72200, 0.16280], [-3.08800, -2.22390, 2.21200], [-1.69560, -3.29100, 2.21020], [-2.40980, -2.33960, 4.67700], [-1.24950, -1.03690, 6.44130], [0.47770, 0.63420, 5.74280], [0.94630, 0.91050, 3.32280], [-5.55580, -1.25910, 0.48100], [-1.70910, -2.22670, -6.64880], [-0.87300, -3.04290, -5.67960], [0.04000, -2.17050, -4.80530], [-0.58850, -0.80400, -4.51340], [-2.11560, -0.92470, -4.50960], [-2.60720, -1.21860, -5.93060], [0.08740, 0.03310, -2.96560], [-0.21590, 1.88050, -3.16170], [-0.06650, 2.46400, -4.59330], [-1.39040, 2.82300, -5.24840], [-2.16880, 3.86300, -4.44760], [-1.83330, 3.79110, -2.95800], [-1.55110, 2.34300, -2.56090], [1.97110, -0.05870, -3.00100], [2.52320, -1.39220, -2.49270], [4.03290, -1.28230, -2.19860], [4.72430, -0.27880, -3.13190], [4.01950, -0.28590, -4.47950], [2.60390, 0.29760, -4.35750], [-2.30450, -2.89490, -7.27440], [-1.04320, -1.70000, -7.34360], [-0.26600, -3.76850, -6.22300], [-1.55240, -3.62430, -5.04710], [0.98880, -2.03360, -5.33010], [0.25180, -2.71120, -3.88010], [-0.34030, -0.10450, -5.32280], [-2.58010, -0.00610, -4.14780], [-2.41520, -1.73930, -3.84570], [-2.66310, -0.29220, -6.50930], [-3.63040, -1.60320, -5.88520], [0.57620, 2.31070, -2.53460], [0.49840, 1.80280, -5.24800], [0.51440, 3.38290, -4.49400], [-1.99950, 1.92490, -5.39910], [-1.18250, 3.21430, -6.24990], [-3.23910, 3.73150, -4.61440], [-1.94600, 4.87060, -4.80890], [-2.66450, 4.18770, -2.37750], [-0.95850, 4.40050, -2.72120], [-2.37910, 1.72520, -2.91200], [-1.50280, 2.26350, -1.47120], [2.24730, 0.70750, -2.26000], [2.37580, -2.16000, -3.24970], [1.99420, -1.71050, -1.58420], [4.47870, -2.26680, -2.34130], [4.20840, -1.00980, -1.15350], [5.77110, -0.55460, -3.25390], [4.70140, 0.73310, -2.71660], [3.98360, -1.30810, -4.85420], [4.57420, 0.30190, -5.21020], [2.01130, -0.09240, -5.18370], [2.64520, 1.38240, -4.46020], [5.39610, 3.93000, 0.44110], [4.84630, 2.55400, 0.60400], [3.30670, 2.45930, 0.45970], [2.84050, 1.08220, 0.59480], [6.42720, 3.90190, 0.44850], [5.10060, 4.54860, 1.21100], [5.10220, 4.36090, -0.44770], [5.13390, 2.19130, 1.59660], [5.31620, 1.90830, -0.14470], [2.99500, 2.82370, -0.52520], [2.80910, 3.06050, 1.22330], [3.05260, 0.73840, 1.52700], [3.34960, 0.48970, -0.05670]],
  "forces_ev_per_angstrom": [[-0.92, -0.22, 0.78], [1.51, 0.14, -0.22], [-1.61, 0.04, 0.29], [0.47, 0.39, 0.01], [0.01, 0.87, 0.32], [-0.45, -0.20, 0.01], [-0.16, 0.06, 0.00], [0.21, -0.74, 0.15], [-0.22, -0.41, 0.11], [-0.27, 0.19, -0.25], [0.19, -0.04, 0.06], [-0.04, -0.18, 0.19], [-0.17, -0.15, 0.20], [0.11, 0.11, -0.06], [0.02, 0.00, -0.25], [0.01, 0.01, -0.13], [0.14, 0.14, 0.26], [0.02, 0.04, -0.54], [0.54, -0.45, -0.28], [0.01, 0.03, 0.01], [0.18, 0.09, -0.07], [-0.05, -0.08, -0.02], [-0.02, -0.01, 0.02], [0.10, -0.04, -0.07], [-0.07, 0.04, -0.12], [-0.09, -0.07, -0.02], [-0.01, 0.00, 0.02], [0.04, 0.07, 0.01], [0.09, 0.11, 0.03], [0.07, -0.10, 0.02], [0.34, 0.07, -0.55], [-0.33, -0.29, 0.10], [0.29, -0.21, -0.12], [-0.50, -0.46, 0.61], [-0.18, 0.23, 0.12], [-0.33, -0.03, -0.09], [1.11, 1.31, -3.07], [-0.37, -0.08, 0.87], [0.20, -0.34, -0.46], [-0.15, -0.13, -0.33], [0.00, 0.52, -0.05], [-0.16, -0.22, -0.10], [-0.09, 0.25, 0.54], [-0.48, -0.41, 0.98], [0.15, -0.06, 0.18], [-0.03, 0.08, -0.06], [0.03, -0.27, -0.10], [0.13, 0.16, 0.15], [-0.16, 0.14, -0.41], [0.05, 0.08, 0.08], [-0.02, -0.05, 0.06], [-0.01, 0.04, 0.09], [0.12, -0.01, 0.02], [0.05, 0.02, 0.13], [0.05, 0.00, 0.03], [0.22, 0.29, 0.31], [-0.08, -0.03, 0.05], [0.03, 0.00, 0.11], [0.03, -0.01, 0.10], [0.10, 0.10, 0.13], [0.03, -0.09, -0.01], [0.12, 0.10, -0.01], [0.16, -0.05, 0.08], [0.07, -0.02, 0.01], [0.00, -0.17, 0.11], [0.02, -0.07, 0.10], [0.02, -0.11, -0.04], [0.04, 0.00, 0.12], [0.03, 0.08, 0.02], [-0.05, -0.12, 0.02], [-0.09, -0.03, -0.28], [-0.06, 0.03, -0.07], [-0.16, -0.04, 0.05], [0.03, -0.15, -0.12], [0.01, 0.01, 0.12], [0.02, -0.09, 0.07], [0.01, 0.09, 0.06], [0.02, 0.12, 0.05], [-0.01, -0.06, -0.07], [-0.05, -0.04, -0.06], [-0.10, 0.10, -0.04], [-0.07, 0.01, -0.03], [0.11, 0.38, 0.00], [-0.56, -0.88, 0.15], [0.32, 0.31, -0.08], [0.15, 0.03, 0.13], [-0.22, 0.13, 0.00], [0.12, -0.07, -0.25], [0.15, -0.04, 0.26], [0.12, 0.16, -0.19], [0.06, 0.21, 0.09], [0.05, 0.09, 0.12], [0.04, 0.10, -0.09], [0.11, -0.08, 0.02], [-0.06, -0.13, 0.01]],
  "molar_mass_g_mol": 1013.8,
  "e_homo_ha": [-0.6591, -0.6603],
  "orbital_gap_ev": [5.33, 4.53],
  "charge": 4,
  "energy_ha": -2711.7078
}

2.
{
  "formula": "C3H8",
  "method": "wB97M-V/def2-TZVPD",
  "species": ["C", "C", "C", "H", "H", "H", "H", "H", "H", "H", "H"],
  "xyz": [[-1.41943, 0.01532, 0.63974], [-0.22595, 0.72639, 0.22584], [1.28260, -0.40677, -0.59252], [-2.31659, -0.00476, 0.05453], [-1.46047, -0.56143, 1.53479], [-0.54266, -0.55428, -0.12655], [0.36822, 1.09115, 1.04193], [-0.30754, 1.38388, -0.62997], [1.44570, -1.35146, -0.06235], [2.13884, 0.25171, -0.45918], [1.06268, -0.58034, -1.64658]],
  "forces_ev_per_angstrom": [[0.64, -2.44, -2.28], [3.15, 0.50, -0.76], [-1.07, 1.38, 0.85], [-0.28, 0.50, -0.21], [0.25, 0.02, 0.64], [-2.74, -0.90, 1.48], [0.41, 0.47, 0.06], [-0.13, 0.23, 0.25], [-0.27, 0.22, 0.07], [0.09, -0.06, -0.15], [-0.05, 0.08, 0.06]],
  "molar_mass_g_mol": 44.1,
  "e_homo_ha": -0.2777,
  "orbital_gap_ev": 8.76,
  "de_lowest_kj_mol": 447.7,
  "energy_ha": -118.9249
}

3.
{
  "formula": "C11H11BF4S5V",
  "method": "wB97M-V/def2-TZVPD",
  "species": ["V", "C", "C", "C", "C", "C", "C", "C", "H", "H", "H", "H", "H", "H", "H", "H", "F", "B", "F", "F", "F", "C", "S", "C", "C", "S", "S", "C", "S", "S", "H", "H", "H"],
  "xyz": [[-0.51572, -0.44135, -0.37180], [-1.13096, -0.50326, 2.79808], [-1.83656, -0.46112, 1.46586], [-2.51880, 0.70730, 1.07478], [-3.50292, 0.66900, 0.10162], [-3.80603, -0.53200, -0.53580], [-3.09579, -1.67782, -0.23224], [-2.08860, -1.64991, 0.74562], [-1.88001, -0.64526, 3.57990], [-0.60388, 0.42779, 3.00006], [-0.42150, -1.32580, 2.85218], [-2.31803, 1.62670, 1.61115], [-4.04837, 1.56804, -0.14987], [-4.60206, -0.56738, -1.26678], [-3.33794, -2.61031, -0.72259], [-1.65972, -2.58085, 1.10007], [-1.35483, -1.40018, -2.50357], [-0.67278, -0.21147, -2.79818], [-1.24459, 0.78874, -1.89311], [-0.70433, 0.17253, -4.08206], [0.64157, -0.38500, -2.25149], [3.03239, 2.98155, 0.84009], [3.20027, 2.43246, -0.88267], [3.40767, 0.69105, -0.75341], [2.66660, -0.22507, -0.10080], [1.24938, 0.03489, 0.88942], [3.21736, -1.88852, -0.22908], [4.57585, -1.60834, -1.27664], [5.57817, -2.78296, -1.80264], [4.75304, 0.06941, -1.69044], [3.11193, 4.06623, 0.80170], [3.83970, 2.57250, 1.44262], [2.06946, 2.68842, 1.24000]],
  "forces_ev_per_angstrom": [[0.28, -0.11, -1.74], [0.05, 0.02, -0.08], [-0.82, -0.13, 0.81], [0.02, -0.16, 0.11], [0.03, -0.02, -0.06], [-0.03, 0.06, 0.00], [0.04, -0.04, 0.05], [-0.63, 0.00, 0.66], [-0.01, 0.01, -0.01], [0.03, -0.02, 0.03], [0.03, 0.02, 0.02], [0.02, 0.01, -0.02], [0.04, 0.02, -0.02], [0.04, -0.01, -0.04], [0.09, 0.01, -0.06], [0.14, 0.03, -0.10], [-0.07, 0.00, 0.16], [0.18, 0.13, -0.90], [-0.16, -0.02, 0.05], [0.00, 0.01, 0.07], [-0.19, -0.01, 0.23], [0.13, -0.23, -0.21], [-0.23, 0.07, 0.00], [-0.04, -0.11, 0.03], [0.29, -0.03, -0.27], [0.83, 0.31, 1.09], [0.06, 0.28, -0.09], [-0.09, 0.09, -0.03], [0.02, -0.07, -0.04], [-0.02, -0.13, 0.25], [0.01, 0.00, 0.01], [0.00, 0.03, 0.03], [-0.06, 0.01, 0.09]],
  "spin_multiplicity": 4,
  "molar_mass_g_mol": 441.3,
  "e_homo_ha": [-0.2841, -0.2837],
  "orbital_gap_ev": [7.26, 6.89],
  "de_lowest_kj_mol": 76.7,
  "energy_ha": -3785.2528
}